Formula: C31H36F10O27
Source: OMol25
Level of theory: ωB97M-V/def2-TZVPD

The geometry in XYZ format:
```
104
Properties=species:S:1:pos:R:3:forces:R:3
F 4.08492 1.01154 -4.10041 -0.2567 -0.3112 -0.8330
F 2.29331 1.22791 -1.73898 -0.6388 -0.2207 -0.4778
F 4.11800 1.16383 -0.63590 0.1297 0.1358 0.1996
F 3.92321 -1.19750 -0.56499 -0.1106 -0.0971 0.3184
F -0.37890 1.24885 -0.70383 -0.0523 -0.6177 0.5467
F 4.60325 -1.27146 -2.59605 0.2121 0.4016 -0.4192
F 5.66652 1.26509 -2.65088 0.8097 -0.7598 -0.0650
F -2.28164 1.14016 -1.79499 -0.3283 -0.4589 0.8178
F -1.09216 2.92470 -1.80835 -0.0696 0.4426 0.1016
F 4.19951 2.75026 -2.82522 -0.6680 0.7378 -0.2453
O -6.34528 -0.98210 1.30247 0.0307 0.1946 0.0773
O -3.29371 2.94737 4.79870 0.1230 0.2771 -0.3366
O -3.00169 -2.24112 -4.03221 0.2319 -0.0289 -0.3376
O -2.27415 1.51163 8.31823 0.2986 -0.0444 0.4747
O -4.49338 0.26627 0.98702 -0.2781 0.0628 0.0698
O 7.20602 -5.04620 3.60846 -0.0402 0.0911 -0.1062
O -1.13134 -2.23024 -5.27706 -0.0927 -0.0795 -0.1262
O -2.26848 -2.43977 -0.98723 -0.1117 -0.0591 0.2269
O 7.81515 -3.35691 2.24230 -0.3062 -0.1584 0.0241
O 2.71848 7.94734 -2.29393 -0.0798 -0.0906 0.0748
O -2.93178 -2.86657 1.11007 0.0597 0.0197 -0.3578
O -4.44528 -2.84823 -0.56446 0.1862 -0.1118 -0.1308
O -3.14591 3.60806 2.65066 0.3272 0.3272 0.2872
O 5.80131 -4.31385 2.00132 0.3260 0.0960 0.0640
O -3.08384 -2.96585 -6.14316 0.2058 0.1334 0.2678
O 5.02654 -5.70086 -7.51904 -0.1011 0.0470 0.0788
O 2.97471 -5.88064 -6.59634 0.2269 0.2577 -0.0138
O -1.74614 4.44802 4.20710 -0.3149 -0.2400 -0.1281
O -6.40341 1.25282 1.61626 0.2120 -0.1702 -0.1690
O 0.88159 6.64253 -2.17159 0.2411 0.1022 0.2606
O 1.82877 -1.60251 -3.48346 0.6435 0.8767 0.2528
O -0.42607 1.23007 -2.94438 0.7419 -0.6512 0.4094
O 2.21948 6.85349 -0.38444 -0.1359 -0.0168 -0.3020
O -0.90244 1.74326 10.07445 -0.1335 0.0261 -0.3800
O -0.41933 2.78341 8.13476 -0.1426 -0.0412 0.0103
O 4.12877 -3.96969 -6.38380 -0.1010 -0.3694 -0.0454
O 1.72998 -2.12101 -1.36157 -0.6842 -1.1594 1.9073
C -2.76322 3.66370 3.78071 0.0301 0.0750 -0.0269
C 2.80948 -3.70206 -5.90726 -0.1832 0.4369 0.1558
C -5.38001 2.25188 1.72570 -0.1019 0.1718 0.0861
C 4.13261 -5.23081 -6.89495 0.1883 -0.0920 -0.1527
C -2.07474 1.08932 10.56372 -0.1482 -0.1208 0.4226
C -4.34237 -3.30610 -5.54892 -0.3693 -0.2161 -0.1152
C 2.29902 -1.54876 -2.20648 -0.1028 0.6656 -1.2024
C -2.43288 3.10612 5.93395 0.0703 -0.0612 0.2302
C 4.38967 1.44629 -2.90318 -0.3233 0.4351 1.1061
C -5.80322 0.07514 1.30359 -0.1439 -0.2899 -0.0489
C -2.29982 -2.45907 -5.16471 0.0274 -0.0308 0.0438
C 0.44266 5.67251 -1.22070 -0.3067 -0.3071 -0.0430
C -1.50392 -2.87948 1.12805 0.1514 -0.0924 0.3041
C -1.74219 4.41015 5.63941 0.2766 0.2438 0.3381
C -0.23543 -0.20082 -3.05195 -0.0434 -0.4826 -0.9865
C 1.04999 6.17026 0.06566 -0.1174 -0.0995 0.3975
C -2.71360 0.56981 9.30146 -0.3377 -0.3694 0.0072
C 2.01009 7.22021 -1.67843 0.1568 0.1707 -0.1502
C -4.27536 1.67591 0.87542 0.2618 0.1228 -0.2177
C 2.26088 -5.08149 -5.65268 -0.3532 -0.1125 0.2098
C 1.05982 -0.43831 -3.87433 -0.3614 0.6157 -0.7953
C -4.38708 -2.41096 -4.33691 -0.5263 0.0249 0.2718
C -1.02965 1.59448 -1.80574 -0.1986 1.1177 -1.4681
C 3.53524 0.76383 -1.78262 1.6966 -0.0492 0.3273
C 3.61970 -0.80482 -1.80259 -0.7037 -0.3897 -0.5190
C -3.32633 -2.73146 -0.18461 -0.4060 0.0987 0.1033
C -1.15341 -2.15510 -0.14491 0.4437 0.0682 -0.0986
C -1.12812 2.07972 8.78293 0.2065 0.0768 0.0670
C 7.26913 -2.84714 1.02657 0.1953 0.2491 -0.2966
C 5.80045 -3.15449 1.16977 -0.3348 0.1532 -0.2315
C 6.96499 -4.31243 2.70743 0.0822 -0.1772 0.2186
H -1.12142 -2.37916 2.01572 -0.2142 0.0054 0.0399
H -1.74104 2.26674 5.97250 -0.0231 0.0377 -0.0555
H 7.46802 -1.78170 0.92772 0.1076 -0.0452 0.1743
H 2.83710 -3.09010 -5.00870 0.1808 -0.0117 -0.1120
H -5.09832 2.35529 2.77073 -0.0028 -0.0973 -0.0352
H 2.25484 -3.16905 -6.68314 -0.0011 -0.0537 -0.0022
H -0.64389 5.63008 -1.18332 0.0330 0.1061 -0.1632
H -2.69870 1.82284 11.07867 0.0210 0.0127 -0.0524
H 1.30973 5.36306 0.74786 0.1798 0.0898 -0.0278
H -0.23012 -2.51127 -0.59580 -0.2530 -0.0529 -0.0563
H -5.16141 -3.12010 -6.24022 0.1881 0.0468 -0.1385
H 5.25310 -2.35643 1.67657 0.0382 -0.0113 0.0097
H 5.31998 -3.36221 0.21608 -0.0423 -0.1709 0.1068
H 2.48256 -5.44156 -4.64506 0.0435 0.0166 -0.0269
H -4.82369 -1.43352 -4.55217 0.0656 -0.0078 -0.0315
H 0.74915 -0.61431 -4.91303 0.2621 -0.3067 0.4005
H -0.72804 4.44313 6.02861 0.0235 -0.0201 -0.1945
H -5.73458 3.21278 1.35923 -0.1607 -0.1117 -0.0053
H 0.40402 6.88031 0.58698 0.0071 0.0027 -0.0486
H -3.28930 1.94403 1.23342 0.0013 -0.2081 0.0218
H 1.18791 -5.14496 -5.82227 0.0711 -0.1203 -0.1338
H -2.29524 5.27357 6.01614 -0.0376 -0.0280 -0.0722
H -3.00589 3.13362 6.85335 -0.1876 -0.0487 -0.1838
H 0.82584 4.69287 -1.51317 0.0249 0.0362 0.0110
H -3.79983 0.54653 9.35796 0.0313 0.1340 -0.1743
H -4.36216 1.96333 -0.17561 -0.0852 -0.0305 0.0197
H -4.91725 -2.85675 -3.49770 0.2408 0.0578 0.1328
H -0.27088 -0.71678 -2.08816 0.3699 0.3494 -0.0895
H 1.70384 0.45495 -3.92496 -0.3509 -0.2938 0.3879
H -1.06588 -0.60779 -3.64221 0.2147 0.1763 0.3166
H -1.15877 -3.91615 1.12935 -0.0178 0.0171 -0.0457
H 7.72720 -3.37248 0.18543 -0.0325 -0.0286 0.0327
H -1.81417 0.29581 11.26062 0.1977 0.0895 -0.0416
H -4.33263 -4.36614 -5.28754 0.0592 0.0375 0.0164
H -1.08546 -1.07422 -0.00180 -0.0792 0.0051 0.0908
H -2.35166 -0.42235 9.02506 0.0416 0.0479 -0.0027
```
Positions in Å, forces in eV/Å.

The LUMO energy is -0.175 eV. As for the SMILES: O=C(OCCOC(F)(F)F)C(F)(F)C(F)(F)C(F)(F)F.O=C1OCCO1.O=C1OCCO1.O=C1OCCO1.O=C1OCCO1.O=C1OCCO1.O=C1OCCO1.O=C1OCCO1.O=C1OCCO1. As for the HOMO energy: -10.5 eV. Its calculated total energy is -4233.09406 Eh. The HOMO-LUMO gap is 10.368 eV.